Computed, not measured: one molecule with the formula C4H8N2O, with ωB97M-V/def2-TZVPD.

Computed properties:
Max |F|, eV Å⁻¹: 5.42
Total charge: 0
ΔE to the lowest compared entry with this formula, charge and spin, kJ/mol: 422.94
Spin multiplicity: 1
Kohn-Sham gap, eV: 9.4
E, Eh: -341.84256
Highest occupied orbital energy, eV: -8.64

The geometry in XYZ format:
```
15
Properties=species:S:1:pos:R:3:lowdin_charge:R:1
O -0.4620 2.0061 1.5061 -0.055
N -0.3339 0.4608 -0.2730 -0.144
N 0.9693 0.2483 -0.0321 -0.026
C 0.2098 -1.8214 -0.7213 -0.208
C -0.6728 -0.6796 -1.1485 -0.157
C -0.9310 1.2959 0.5528 -0.320
C 1.1808 -1.2158 0.2902 -0.160
H 1.3470 0.9653 0.5059 0.095
H -0.3972 -0.5210 -2.1511 0.083
H 2.3085 -1.3924 -0.1905 0.164
H -0.3737 -2.6445 -0.3040 0.100
H -1.8470 -0.6675 -1.2760 0.160
H -2.0552 1.5089 0.1279 0.163
H 0.7965 -1.7141 1.3220 0.150
H 0.7476 -2.0213 -1.7861 0.154
```

=====

Computed, not measured: a 2-piece molecular cluster, C4H8N2O overall, with ωB97M-V/def2-TZVPD.

Computed properties:
Max |F|, eV Å⁻¹: 0.92
Total charge: 0
ΔE to the lowest compared entry with this formula, charge and spin, kJ/mol: 78.09
Spin multiplicity: 1
Kohn-Sham gap, eV: 9.5
E, Eh: -341.97390
Highest occupied orbital energy, eV: -8.73

The geometry in XYZ format:
```
15
Properties=species:S:1:pos:R:3:lowdin_charge:R:1
O -1.7269 1.3364 1.3054 -0.059
N 0.0873 -2.1715 0.3598 0.049
N 1.0822 -0.2227 0.6134 0.078
C -0.2342 -1.3400 -0.6860 -0.129
C 0.3311 1.0977 -1.4138 -0.031
C 0.8660 -1.4617 1.1335 -0.215
C 0.3789 -0.1169 -0.5553 -0.346
H -1.2375 0.5223 1.1581 -0.001
H -0.2597 1.8835 -0.9371 0.071
H 1.6586 0.4938 1.0088 0.154
H 1.3393 1.4833 -1.5775 0.079
H -0.1408 0.8821 -2.3684 0.081
H 1.3489 -1.7547 2.0502 0.113
H -2.6427 1.0242 1.4204 0.053
H -0.8503 -1.6559 -1.5114 0.102
```

=====

Computed, not measured: one molecule with the formula C4H8N2O, with ωB97M-V/def2-TZVPD.

Computed properties:
Max |F|, eV Å⁻¹: 1.11
Total charge: 0
ΔE to the lowest compared entry with this formula, charge and spin, kJ/mol: 177.54
Spin multiplicity: 1
Kohn-Sham gap, eV: 10.4
E, Eh: -341.93602
Highest occupied orbital energy, eV: -9.55

The geometry in XYZ format:
```
15
Properties=species:S:1:pos:R:3:lowdin_charge:R:1
O 2.1408 -0.2556 0.7726 -0.053
N -0.4154 0.8732 0.3088 -0.081
N -0.5621 -2.5882 0.0216 0.155
C 1.6692 -0.0261 -0.5377 -0.225
C -1.8707 0.9096 0.4330 -0.108
C 0.1369 -0.1063 -0.5924 -0.354
C -0.2708 -1.5072 -0.2736 -0.182
H -2.2542 1.9134 0.2142 0.074
H 1.9576 0.9949 -0.7994 0.128
H 0.0473 0.7763 1.2055 0.110
H 2.1072 -0.7222 -1.2681 0.128
H -0.1947 0.1033 -1.6175 0.153
H 2.0550 -1.2011 0.9618 0.095
H -2.2043 0.6263 1.4381 0.083
H -2.3418 0.2097 -0.2669 0.078
```